Density functional theory data (ωB97M-V/def2-TZVPD) for the molecule C4H4BrClO.

The geometry in XYZ format:
```
11
Properties=species:S:1:pos:R:3:forces:R:3
C 0.282 0.089 0.779 1.2 0.7 -0.8
C -0.852 -0.138 0.150 -1.5 -2.1 1.3
C -1.022 0.141 -1.290 -0.7 4.0 0.0
Br -2.389 -0.857 -2.140 0.3 -0.4 -0.3
C -1.803 1.855 -1.200 0.8 -1.0 0.9
O -2.914 2.228 -1.042 1.7 -1.1 -0.7
Cl -0.365 3.005 -0.937 -0.7 -0.3 -0.3
H 0.600 -0.153 1.800 -0.6 0.2 -0.5
H 0.982 0.615 0.117 0.4 -0.3 0.7
H -1.693 -0.671 0.678 0.8 0.8 -0.7
H -0.024 0.321 -1.815 -1.8 -0.4 0.3
```
Positions in Å, forces in eV/Å.

The calculation puts the calculated total energy at -3264.19493 hartree. The spin multiplicity is 1. Its charge is 0. The calculation puts the HOMO-LUMO gap at 9.7 eV. The SMILES is C=C[C@@H](Br)C(=O)Cl. The calculation puts the energy relative to the best compared isomer or geometry (same formula, charge and spin) at 71.2 kJ/mol.

Okay, here come the natural (NBO) numbers, in e, for every atom:
1 C -0.334
2 C -0.272
3 C -0.343
4 Br 0.105
5 C 0.581
6 O -0.487
7 Cl -0.155
8 H 0.226
9 H 0.193
10 H 0.227
11 H 0.260

***

Density functional theory data (ωB97M-V/def2-TZVPD) for a cluster of 9 separate species, C32H80N2O9 in total.

The geometry in XYZ format:
```
123
Properties=species:S:1:pos:R:3:forces:R:3
C -22.215 -3.906 3.922 2.5 0.6 -0.7
C -22.059 -5.021 4.955 0.5 -1.2 -1.5
C -23.095 -6.097 4.537 0.3 0.0 -0.3
C -22.368 -4.620 6.365 -0.7 2.3 0.7
C -21.292 -3.815 7.097 0.6 -0.4 0.0
C -20.093 -4.734 7.212 -1.3 -1.1 0.0
C -19.575 -5.109 5.820 -0.1 0.1 0.0
C -18.848 -3.963 5.239 -0.3 1.0 -2.5
C -18.522 -6.201 6.014 -0.3 1.3 0.7
N -20.689 -5.570 4.918 -1.2 2.1 8.1
O -20.342 -6.217 3.890 0.8 -1.2 -7.6
H -21.568 -3.036 4.115 -0.1 -0.2 0.3
H -23.169 -3.535 3.766 -2.2 0.6 0.3
H -21.926 -4.193 2.895 0.2 -0.5 0.5
H -24.076 -5.619 4.400 0.3 -0.2 0.1
H -23.164 -6.877 5.282 -0.1 -0.2 0.3
H -22.817 -6.593 3.599 0.0 0.3 0.1
H -23.281 -3.989 6.317 0.2 -0.6 0.1
H -22.546 -5.476 6.997 -0.3 -0.5 0.0
H -20.963 -2.888 6.604 -0.4 -0.2 -0.1
H -21.538 -3.567 8.133 -0.6 0.2 -0.3
H -19.399 -4.278 7.885 1.1 0.4 -0.1
H -20.402 -5.656 7.776 0.1 0.5 -0.6
H -19.473 -3.149 4.871 -0.3 0.3 0.7
H -18.456 -4.294 4.258 0.7 0.1 0.6
H -18.128 -3.597 5.936 0.9 0.4 0.1
H -19.102 -6.965 6.398 -0.6 -2.3 1.0
H -17.737 -5.930 6.732 -0.5 0.1 -0.1
H -17.985 -6.511 5.165 0.4 -0.3 -1.5
H -19.736 -6.931 3.971 0.4 -1.1 1.2
C -16.732 -4.918 13.997 -0.4 0.1 -1.9
C -17.714 -5.874 14.679 1.9 -0.1 -1.5
C -19.093 -5.795 14.048 0.0 1.6 -0.1
C -17.750 -5.530 16.156 0.1 -0.5 1.0
C -16.417 -5.915 16.881 -0.9 -0.7 -0.8
C -16.349 -7.426 16.759 0.2 0.6 -1.3
C -16.202 -7.878 15.298 -1.6 -0.6 -0.9
C -14.810 -7.610 14.702 -0.3 -2.2 0.0
C -16.517 -9.429 15.371 1.7 0.4 -0.6
N -17.224 -7.205 14.439 0.2 0.9 10.7
O -17.354 -7.700 13.295 -1.4 -1.9 -7.8
H -17.268 -4.011 14.131 0.5 1.7 0.0
H -16.680 -5.062 12.876 -0.2 -0.2 1.2
H -15.685 -4.948 14.324 -0.6 0.3 0.4
H -19.636 -6.578 14.526 -1.0 -0.4 0.2
H -19.055 -5.959 12.979 0.1 -0.3 -0.2
H -19.578 -4.787 14.150 0.4 -0.9 0.4
H -18.005 -4.471 16.274 0.1 -0.1 -0.1
H -18.575 -6.116 16.619 0.4 0.3 -0.1
H -15.544 -5.442 16.413 -0.2 0.1 0.4
H -16.443 -5.791 17.948 -0.1 1.0 0.4
H -15.555 -7.865 17.329 0.7 -0.2 0.3
H -17.274 -7.802 17.182 -0.2 -0.3 -0.1
H -14.192 -8.210 15.317 1.2 -0.7 0.7
H -14.523 -6.626 14.881 0.5 1.8 -0.1
H -14.568 -7.975 13.673 -0.8 0.6 0.6
H -15.806 -9.957 16.043 -0.2 0.5 -0.4
H -16.455 -9.934 14.406 0.1 0.0 -0.1
H -17.479 -9.617 15.763 -1.2 0.1 0.4
H -16.721 -8.394 13.224 0.9 -1.0 -0.9
C -17.372 -4.568 9.982 -1.0 -0.6 -0.2
C -16.415 -4.938 8.839 -1.2 1.3 0.7
O -16.376 -6.332 8.733 1.5 -1.5 0.3
H -17.256 -5.275 10.814 0.1 0.2 -0.1
H -18.438 -4.602 9.660 0.7 -0.3 0.1
H -17.296 -3.574 10.361 0.5 0.8 0.2
H -15.451 -4.452 8.995 0.2 -0.3 -0.2
H -16.877 -4.569 7.905 0.6 -0.1 0.2
H -15.643 -6.770 9.254 -1.3 1.0 -0.9
C -20.236 -8.380 10.853 -0.5 -0.8 0.3
C -19.258 -7.251 10.529 -0.1 -1.8 0.3
O -18.716 -7.582 9.221 0.2 1.6 0.7
H -21.178 -8.301 10.308 -0.2 0.2 0.2
H -20.422 -8.498 11.958 0.1 0.4 -1.1
H -19.829 -9.361 10.513 0.0 0.8 0.2
H -18.508 -7.421 11.293 0.6 0.7 0.0
H -19.689 -6.236 10.619 0.3 -0.7 -0.3
H -17.990 -6.935 9.022 -0.4 -0.5 0.1
C -21.634 -4.206 10.939 0.0 -0.6 -0.6
C -20.940 -3.086 11.644 -0.6 0.9 -0.5
O -20.142 -2.445 10.656 0.6 1.4 -0.6
H -22.228 -4.802 11.608 0.0 -0.6 0.5
H -20.880 -4.830 10.368 -1.1 0.8 0.6
H -22.368 -3.770 10.272 0.0 -0.1 -0.6
H -20.332 -3.502 12.455 0.1 0.6 -0.1
H -21.655 -2.295 11.974 0.3 -1.0 0.5
H -20.590 -1.635 10.301 0.6 -1.3 0.7
C -21.821 -9.435 6.062 -0.1 1.7 0.3
C -21.551 -8.484 7.262 -2.6 -0.7 -1.0
O -20.402 -8.959 7.794 1.7 -0.8 0.6
H -22.700 -9.143 5.510 -0.5 -0.2 -0.1
H -21.857 -10.430 6.438 -0.5 -0.8 0.3
H -21.007 -9.459 5.354 0.5 0.4 -0.2
H -22.384 -8.595 8.006 0.2 0.0 -0.5
H -21.504 -7.407 7.061 0.1 -0.2 -0.6
H -20.023 -8.266 8.324 1.1 0.3 0.6
C -18.480 -13.261 7.981 0.7 -0.2 0.9
C -18.959 -11.855 8.178 0.6 -0.1 -0.7
O -19.483 -11.451 6.913 0.2 -0.5 0.9
H -17.874 -13.463 8.875 -0.1 -0.6 -0.2
H -17.810 -13.348 7.116 -0.3 0.2 0.1
H -19.290 -13.974 7.881 -0.1 -0.1 0.0
H -18.061 -11.263 8.445 -0.4 0.2 -0.1
H -19.676 -11.739 9.020 0.1 -0.2 -0.6
H -19.789 -10.581 7.127 -0.6 1.3 -0.4
C -17.934 -10.764 11.770 0.4 -0.4 -0.2
C -16.677 -10.321 10.984 -1.6 -0.1 0.0
O -15.728 -9.679 11.827 0.4 0.8 -0.4
H -18.649 -11.287 11.092 0.7 0.2 0.4
H -18.483 -9.912 12.182 0.4 0.0 -0.1
H -17.673 -11.421 12.608 -0.1 0.0 -0.2
H -17.083 -9.638 10.234 0.4 0.2 -0.2
H -16.174 -11.124 10.453 -0.2 -0.4 0.0
H -15.163 -9.173 11.207 -0.3 -0.4 0.8
C -16.584 -10.517 5.832 1.7 1.0 -1.7
C -16.979 -9.125 6.256 0.1 -0.6 1.6
O -16.634 -8.955 7.633 0.6 0.1 0.4
H -17.056 -10.649 4.864 0.3 -0.2 -0.5
H -16.891 -11.367 6.384 -0.4 -0.3 1.1
H -15.450 -10.525 5.720 -1.4 -0.2 0.0
H -18.023 -8.933 6.217 -1.1 -0.2 -0.5
H -16.495 -8.375 5.641 0.4 0.1 -0.2
H -17.365 -8.561 8.124 0.0 -0.1 -0.3
```
Positions in Å, forces in eV/Å.

The calculation puts the calculated total energy at -2053.60206 hartree. The spin multiplicity is 1. Its charge is 0. The calculation puts the HOMO-LUMO gap at 6.8 eV. The SMILES is CC1(C)CCCC(C)(C)N1O.CC1(C)CCCC(C)(C)N1O.CCO.CCO.CCO.CCO.CCO.CCO.CCO. The calculation puts the energy relative to the best compared isomer or geometry (same formula, charge and spin) at 483.8 kJ/mol.

Löwdin population analysis, charges in e, atoms 1 to 99:
1 C -0.032
2 C -0.488
3 C -0.020
4 C -0.132
5 C -0.157
6 C -0.145
7 C -0.472
8 C -0.038
9 C -0.017
10 N -0.161
11 O 0.020
12 H 0.077
13 H 0.049
14 H 0.097
15 H 0.091
16 H 0.056
17 H 0.088
18 H 0.136
19 H 0.105
20 H 0.118
21 H 0.087
22 H 0.091
23 H 0.120
24 H 0.073
25 H 0.104
26 H 0.078
27 H 0.051
28 H 0.084
29 H 0.073
30 H 0.098
31 C -0.016
32 C -0.533
33 C -0.010
34 C -0.114
35 C -0.148
36 C -0.157
37 C -0.430
38 C -0.005
39 C -0.010
40 N -0.215
41 O -0.003
42 H 0.068
43 H 0.081
44 H 0.074
45 H 0.085
46 H 0.057
47 H 0.094
48 H 0.120
49 H 0.127
50 H 0.103
51 H 0.103
52 H 0.114
53 H 0.116
54 H 0.070
55 H 0.042
56 H 0.098
57 H 0.098
58 H 0.058
59 H 0.068
60 H 0.043
61 C -0.065
62 C -0.275
63 O -0.114
64 H 0.061
65 H 0.053
66 H 0.070
67 H 0.120
68 H 0.097
69 H 0.147
70 C -0.068
71 C -0.256
72 O -0.140
73 H 0.065
74 H 0.099
75 H 0.067
76 H 0.081
77 H 0.080
78 H 0.053
79 C -0.094
80 C -0.308
81 O -0.111
82 H 0.073
83 H 0.069
84 H 0.067
85 H 0.090
86 H 0.126
87 H 0.110
88 C -0.046
89 C -0.317
90 O -0.101
91 H 0.060
92 H 0.062
93 H 0.073
94 H 0.123
95 H 0.083
96 H 0.021
97 C -0.091
98 C -0.336
99 O -0.079

***

Density functional theory data (ωB97M-V/def2-TZVPD) for a structure of composition C26H22OPV.

The geometry in XYZ format:
```
51
Properties=species:S:1:pos:R:3:forces:R:3
V 0.079 1.815 -0.014 0.4 2.2 -0.8
C -0.659 4.775 1.501 0.1 0.0 0.0
C 0.399 3.797 1.074 -0.1 -0.3 0.0
C 0.841 2.786 1.951 0.3 0.1 -0.1
C 1.775 1.837 1.526 -0.1 -0.1 0.0
C 2.336 1.919 0.219 0.2 0.1 0.0
C 1.976 2.979 -0.624 0.3 0.1 0.4
C 0.988 3.883 -0.222 0.0 -0.1 0.1
H -0.209 5.582 2.082 0.0 0.0 0.0
H -1.409 4.292 2.126 0.0 0.0 0.0
H -1.161 5.214 0.641 0.0 0.0 0.0
H 0.438 2.728 2.952 -0.1 0.0 0.0
H 2.115 1.072 2.208 -0.1 -0.1 0.0
H 3.099 1.217 -0.083 0.0 -0.1 -0.1
H 2.441 3.079 -1.594 -0.1 0.0 -0.1
H 0.680 4.673 -0.890 -0.1 0.0 0.0
O -1.768 2.525 -0.627 0.2 -0.6 0.3
C -1.707 1.323 -0.329 -0.9 -0.4 0.2
C -2.522 0.123 -0.402 0.0 0.2 -0.1
C -3.907 -0.001 -0.481 -0.1 0.0 -0.1
C -4.447 -1.274 -0.501 0.0 0.0 0.0
C -3.618 -2.396 -0.472 0.0 0.0 0.0
C -2.236 -2.267 -0.409 0.0 -0.1 0.0
C -1.689 -0.997 -0.349 0.1 0.0 0.1
P 0.100 -0.537 -0.251 -0.2 -0.8 0.5
C 0.708 -1.216 -1.833 0.0 0.0 0.0
C 0.220 -0.526 -2.948 0.1 0.0 0.0
C 0.546 -0.929 -4.230 0.0 0.0 0.0
C 1.376 -2.027 -4.420 0.0 0.0 0.0
C 1.876 -2.709 -3.324 0.0 0.0 0.0
C 1.543 -2.310 -2.034 -0.1 0.0 -0.1
C 0.660 -1.436 1.242 0.0 -0.1 -0.1
C -0.120 -1.169 2.375 0.0 -0.1 -0.1
C 0.215 -1.700 3.606 0.0 0.0 0.0
C 1.350 -2.495 3.736 0.0 0.0 0.0
C 2.133 -2.756 2.628 0.0 0.0 -0.1
C 1.792 -2.230 1.384 0.0 0.1 0.1
H -4.540 0.877 -0.517 0.0 0.0 0.0
H -5.522 -1.404 -0.542 0.0 0.0 0.0
H -4.061 -3.384 -0.500 0.0 0.0 0.0
H -1.601 -3.145 -0.390 0.0 0.0 0.0
H -0.427 0.334 -2.812 -0.1 0.0 0.0
H 0.153 -0.391 -5.083 0.0 0.0 0.0
H 1.630 -2.348 -5.422 0.0 0.0 0.0
H 2.526 -3.563 -3.468 0.0 0.0 0.0
H 1.934 -2.871 -1.206 0.0 -0.1 0.1
H -1.000 -0.544 2.283 -0.1 0.0 0.0
H -0.406 -1.496 4.469 0.0 0.0 0.0
H 1.622 -2.901 4.702 0.0 0.0 0.0
H 3.020 -3.369 2.721 0.0 0.0 0.0
H 2.438 -2.436 0.550 0.1 0.0 -0.1
```
Positions in Å, forces in eV/Å.

The calculation puts the calculated total energy at -2364.31671 hartree. The spin multiplicity is 2. Its charge is +1. The calculation puts the HOMO-LUMO gap (spin up / spin down) at 7.0 / 6.7 eV. Its expectation value of S² is 1.02.

Okay, here come the natural (NBO) numbers, in e, for every atom:
1 V 0.390
2 C -0.628
3 C -0.037
4 C -0.218
5 C -0.228
6 C -0.281
7 C -0.204
8 C -0.195
9 H 0.245
10 H 0.230
11 H 0.235
12 H 0.253
13 H 0.261
14 H 0.257
15 H 0.256
16 H 0.246
17 O -0.476
18 C 0.378
19 C -0.116
20 C -0.173
21 C -0.189
22 C -0.153
23 C -0.198
24 C -0.269
25 P 1.060
26 C -0.277
27 C -0.216
28 C -0.196
29 C -0.186
30 C -0.182
31 C -0.227
32 C -0.345
33 C -0.208
34 C -0.190
35 C -0.208
36 C -0.145
37 C -0.225
38 H 0.237
39 H 0.235
40 H 0.233
41 H 0.234
42 H 0.206
43 H 0.229
44 H 0.230
45 H 0.227
46 H 0.215
47 H 0.222
48 H 0.227
49 H 0.229
50 H 0.220
51 H 0.213